(1)
Computed, not measured: a 4-piece molecular cluster, C29H26F8NO7 overall, with the ωB97M-V functional and the def2-TZVPD basis.

Values from the calculation:
- net charge = +1
- M (g mol⁻¹) = 652.51
- energy above the lowest of the compared OMol25 structures with the same formula, charge and spin (eV) = 0.000
- E_HOMO (eV) = -11.44

Element x y z (Å)
F (1.43490, 0.72260, 0.27452)
C (0.99134, -0.14632, -0.66891)
F (-0.08557, -0.83142, -0.19286)
C (0.69214, 0.56298, -1.99201)
F (0.44245, -0.44631, -2.89868)
F (1.82933, 1.20950, -2.37678)
C (-0.52524, 1.51046, -2.08286)
F (-0.67194, 1.81804, -3.41537)
F (-1.67287, 0.87764, -1.68469)
C (-0.42668, 2.84500, -1.33642)
F (-0.43015, 2.60937, 0.00673)
F (0.75358, 3.45314, -1.64349)
C (-1.58834, 3.82241, -1.70604)
O (-2.35705, 4.23368, -0.61266)
C (-3.43228, 3.38331, -0.29878)
C (-4.57000, 3.47967, -1.30869)
C (-5.82256, 2.81907, -0.80289)
C (-7.01032, 2.96016, -1.78967)
C (-7.04368, 1.56832, -2.48987)
C (-6.39888, 0.69525, -1.48280)
N (-5.75917, 1.36470, -0.61248)
H (1.77871, -0.86978, -0.85626)
H (-2.19594, 3.41960, -2.50588)
H (-1.11587, 4.70562, -2.10342)
H (-3.08539, 2.35934, -0.17407)
H (-3.81118, 3.70912, 0.65904)
H (-4.30358, 3.05019, -2.26753)
H (-4.79462, 4.52301, -1.47186)
H (-6.16235, 3.22511, 0.14379)
H (-7.94948, 3.16743, -1.31345)
H (-6.68902, 3.65214, -2.54911)
H (-6.36199, 1.52141, -3.33527)
H (-8.02651, 1.26697, -2.80856)
H (-6.48905, -0.37511, -1.51300)
H (-5.26595, 0.87049, 0.13005)
C (3.15084, -4.05351, 1.36850)
C (3.33086, -5.35304, 1.58773)
C (3.61377, -6.28992, 0.47022)
O (3.77451, -7.47197, 0.66598)
C (3.69147, -5.71945, -0.90021)
C (3.51130, -4.41974, -1.11664)
C (3.22655, -3.49269, 0.00122)
O (3.06481, -2.30074, -0.19382)
H (2.94777, -3.35112, 2.16776)
H (3.28206, -5.78617, 2.57828)
H (3.90106, -6.41762, -1.70031)
H (3.56411, -3.98257, -2.10586)
C (5.81972, -0.88139, 0.18409)
C (6.49476, -0.67390, -0.94311)
C (7.97188, -0.81316, -0.99250)
O (8.58660, -0.62260, -2.01808)
C (8.66611, -1.19535, 0.26345)
C (7.99045, -1.40523, 1.39012)
C (6.51410, -1.26577, 1.43750)
O (5.89357, -1.46417, 2.46051)
H (4.74573, -0.78470, 0.24278)
H (6.00723, -0.39584, -1.86909)
H (9.74260, -1.29239, 0.20570)
H (8.47716, -1.68582, 2.31539)
C (-0.92777, -0.76595, 2.70777)
C (-1.97753, -0.12352, 2.21100)
C (-2.94695, 0.55304, 3.09521)
O (-3.91498, 1.13519, 2.63308)
C (-2.71337, 0.49970, 4.55417)
C (-1.66330, -0.14346, 5.05794)
C (-0.68593, -0.82892, 4.17290)
O (0.26979, -1.41509, 4.62328)
H (-0.20725, -1.26795, 2.07977)
H (-2.16742, -0.06742, 1.14589)
H (-3.43912, 1.00540, 5.17791)
H (-1.47197, -0.19890, 6.12166)

=====

(2)
Computed, not measured: C29H26FN5O8PTi as an isolated structure, with the ωB97M-V functional and the def2-TZVPD basis.

Values from the calculation:
- net charge = +1
- M (g mol⁻¹) = 670.39
- energy above the lowest of the compared OMol25 structures with the same formula, charge and spin (eV) = 0.403
- E_HOMO (eV) = -11.48

Element x y z (Å)
Ti (1.36459, -0.12028, 0.47122)
N (1.58544, -0.55757, 2.64150)
C (2.92719, -0.22426, 3.17456)
C (3.76609, 0.45915, 2.10760)
O (4.92289, 0.75227, 2.27967)
N (3.06340, 0.67274, 0.94847)
C (3.77310, 1.27304, -0.16712)
C (3.00977, 0.90706, -1.43130)
O (3.09174, 1.42321, -2.49398)
O (2.14255, -0.13772, -1.18066)
H (0.85539, 0.02224, 3.05696)
H (1.35298, -1.52231, 2.85609)
H (3.45099, -1.12783, 3.47849)
H (2.85942, 0.42859, 4.04337)
H (4.80346, 0.90967, -0.22608)
H (3.82557, 2.36160, -0.09749)
O (3.31742, -2.34134, 0.69393)
N (1.93064, -2.31899, 0.43329)
C (1.47211, -3.50532, 0.34659)
C (0.09549, -3.95348, 0.17397)
C (-0.04750, -5.34529, 0.16926)
C (-1.28665, -5.94035, 0.01905)
C (-2.40945, -5.14356, -0.12767)
C (-2.28312, -3.76128, -0.12486)
C (-1.04479, -3.14596, 0.01840)
P (-0.99852, -1.32550, -0.04423)
C (-1.16813, -0.91326, -1.80068)
C (-1.29191, 0.43308, -2.15478)
C (-1.33109, 0.79947, -3.48843)
C (-1.22719, -0.16882, -4.47848)
C (-1.09559, -1.50504, -4.13218)
C (-1.06688, -1.88144, -2.79733)
C (-2.52506, -0.83388, 0.79328)
C (-2.59208, -1.01322, 2.17406)
C (-3.74099, -0.67492, 2.86427)
C (-4.82678, -0.13885, 2.18105)
C (-4.76215, 0.04696, 0.80951)
C (-3.61427, -0.30411, 0.11006)
H (3.70448, -1.79486, -0.00841)
H (2.21454, -4.29713, 0.42315)
H (0.83170, -5.96652, 0.28680)
H (-1.37225, -7.01815, 0.01904)
H (-3.38701, -5.59120, -0.24604)
H (-3.16933, -3.14947, -0.23653)
H (-1.36027, 1.20283, -1.39538)
H (-1.43467, 1.84387, -3.75094)
H (-1.24783, 0.12065, -5.52051)
H (-1.01491, -2.26073, -4.90204)
H (-0.96504, -2.92883, -2.54354)
H (-1.74276, -1.41762, 2.71422)
H (-3.79008, -0.81826, 3.93535)
H (-5.72217, 0.13474, 2.72299)
H (-5.60608, 0.46260, 0.27537)
H (-3.57599, -0.16534, -0.96224)
F (3.72408, 5.20809, 0.06473)
C (2.45810, 4.99054, -0.28737)
C (1.58686, 4.45629, 0.56701)
N (0.26992, 4.22248, 0.21303)
C (-0.58858, 3.48313, 1.10547)
C (-0.20281, 2.02148, 1.17187)
O (-0.54605, 1.28115, 2.08427)
O (0.51866, 1.59778, 0.17543)
C (-0.19710, 4.47644, -1.06825)
O (-1.31033, 4.16156, -1.43186)
N (0.72512, 5.06205, -1.90345)
C (2.06700, 5.36021, -1.65079)
O (2.78527, 5.84417, -2.48264)
H (1.87227, 4.19371, 1.57710)
H (-1.59649, 3.52532, 0.68791)
H (-0.62051, 3.91314, 2.10537)
H (0.39418, 5.26133, -2.83848)

=====

(3)
Computed, not measured: C29H26GeN2O5V as an isolated structure, with the ωB97M-V functional and the def2-TZVPD basis.

Values from the calculation:
- net charge = -2
- M (g mol⁻¹) = 606.09
- spin multiplicity = 4
- energy above the lowest of the compared OMol25 structures with the same formula, charge and spin (eV) = 1.622
- E_HOMO (alpha / beta) (eV) = 0.19 / -0.59

Element x y z (Å)
V (-1.11032, 0.30157, -1.82312)
O (2.04333, 2.58476, -3.53247)
C (0.81216, 2.04270, -3.22832)
O (0.75990, 0.80674, -2.99898)
C (-0.28439, 2.91774, -3.19633)
C (-0.22945, 4.27663, -3.60778)
C (-1.38392, 5.00505, -3.64352)
C (-2.60202, 4.39431, -3.30014)
C (-2.60658, 3.04581, -2.94569)
N (-1.49279, 2.31210, -2.85644)
C (-3.97344, 2.40406, -2.69586)
O (-4.63063, 2.85006, -1.72263)
O (-4.32181, 1.53355, -3.52028)
H (2.64947, 1.84307, -3.39492)
H (0.72544, 4.70164, -3.88566)
H (-1.36088, 6.04651, -3.94923)
H (-3.53816, 4.93392, -3.30804)
C (-6.01896, -0.02383, 0.65464)
N (-4.67541, -0.32679, 0.23377)
C (-3.66693, -0.50707, 1.26752)
C (-4.26798, 0.07101, -0.99422)
O (-3.08668, 0.13378, -1.29466)
H (-6.35025, -0.77224, 1.37835)
H (-6.68417, -0.04584, -0.20807)
H (-6.08381, 0.96717, 1.11920)
H (-3.96703, -1.32434, 1.92800)
H (-3.55114, 0.40665, 1.86172)
H (-2.70276, -0.71653, 0.80471)
H (-5.06343, 0.31858, -1.70153)
C (-0.20790, -0.38770, -0.43492)
Ge (1.21885, -1.02649, 0.58093)
C (0.75301, -1.34022, 2.51211)
C (1.12057, -2.45956, 3.25793)
C (0.72369, -2.61472, 4.58289)
C (-0.05251, -1.64099, 5.19571)
C (-0.43160, -0.51680, 4.46874)
C (-0.03636, -0.37646, 3.14566)
C (2.77887, 0.22691, 0.68134)
C (2.69760, 1.38548, -0.09206)
C (3.72370, 2.32288, -0.09353)
C (4.85289, 2.11966, 0.69331)
C (4.94278, 0.97821, 1.48145)
C (3.91201, 0.04445, 1.47147)
C (2.03723, -2.77427, 0.07262)
C (1.19703, -3.88667, -0.02601)
C (1.68333, -5.13604, -0.38473)
C (3.03547, -5.30171, -0.66796)
C (3.88324, -4.20537, -0.59010)
C (3.38592, -2.95936, -0.22203)
H (1.72822, -3.23161, 2.79502)
H (1.02033, -3.49949, 5.13708)
H (-0.36542, -1.75789, 6.22734)
H (-1.04475, 0.24680, 4.93515)
H (-0.36412, 0.48508, 2.57083)
H (1.80179, 1.53500, -0.68772)
H (3.63775, 3.21255, -0.70795)
H (5.65507, 2.84965, 0.69792)
H (5.81605, 0.81655, 2.10550)
H (3.99586, -0.84387, 2.09413)
H (0.13548, -3.75801, 0.16334)
H (1.00696, -5.98121, -0.45588)
H (3.41983, -6.27380, -0.95557)
H (4.93730, -4.31871, -0.82153)
H (4.06451, -2.11303, -0.17050)

=====

(4)
Computed, not measured: C29H27AsCl2N7NaO4 as an isolated structure, with the ωB97M-V functional and the def2-TZVPD basis.

Values from the calculation:
- net charge = -2
- M (g mol⁻¹) = 706.40
- energy above the lowest of the compared OMol25 structures with the same formula, charge and spin (eV) = 2.793
- E_HOMO (eV) = -1.02

Element x y z (Å)
Na (1.28688, -0.43847, 1.25667)
O (3.47638, 3.02103, -0.79393)
C (2.82578, 2.24613, -0.05723)
N (2.38748, 1.04293, -0.33513)
C (2.74708, 0.59213, -1.65403)
C (2.56618, -0.88337, -1.79773)
C (3.59338, -1.69047, -2.28393)
C (3.38528, -3.05087, -2.40013)
C (2.15898, -3.57367, -2.02283)
C (1.19918, -2.69257, -1.55733)
N (1.38828, -1.38977, -1.46443)
C (2.39378, 2.74013, 1.29507)
C (2.29348, 4.12063, 1.48067)
C (1.81088, 4.61133, 2.67577)
C (1.44058, 3.70523, 3.65767)
C (1.62548, 2.35423, 3.39697)
N (2.09448, 1.87863, 2.25947)
H (3.78768, 0.87023, -1.88943)
H (2.10538, 1.09503, -2.40093)
H (4.53828, -1.24537, -2.55913)
H (4.16688, -3.69857, -2.77783)
H (1.95778, -4.63187, -2.07993)
H (0.21828, -3.03627, -1.24823)
H (2.59028, 4.76653, 0.66817)
H (1.71908, 5.67893, 2.83997)
H (1.02158, 4.03213, 4.59997)
H (1.37358, 1.61993, 4.14687)
O (-1.60012, 1.00333, 3.92347)
C (-1.36542, 0.78783, 2.72927)
O (-0.36362, 0.19433, 2.25537)
C (-2.41292, 1.15953, 1.69777)
C (-3.74032, 0.82633, 1.91557)
C (-4.65072, 0.84723, 0.88657)
C (-4.20712, 1.07893, -0.44813)
C (-5.06072, 1.09323, -1.54933)
C (-4.58292, 1.45223, -2.82503)
C (-3.26332, 1.64953, -3.05553)
C (-2.26922, 1.41893, -1.99023)
C (-2.82812, 1.37723, -0.62553)
N (-2.02042, 1.51123, 0.42897)
H (-4.02872, 0.55723, 2.92317)
H (-5.69352, 0.61413, 1.05537)
H (-6.11522, 0.90933, -1.39173)
H (-5.30472, 1.59723, -3.62693)
H (-2.89272, 1.97463, -4.02113)
H (-1.42192, 2.10113, -2.09703)
Cl (1.21378, -2.26687, 5.16657)
C (-0.28412, -1.89267, 4.33597)
Cl (-0.48042, -2.91727, 2.92347)
H (-0.23542, -0.85757, 3.99397)
H (-1.10562, -2.07097, 5.02677)
C (-2.84452, -1.50807, -2.72453)
As (-1.29842, -0.44767, -2.07943)
C (-0.69872, 2.07643, 0.27957)
C (-0.51812, -0.20337, -3.88583)
H (-3.41822, -0.96177, -3.47143)
H (-3.49282, -1.74667, -1.88333)
H (-2.47992, -2.44607, -3.15093)
H (0.01818, 1.36873, -0.14203)
H (-0.33632, 2.36153, 1.26227)
H (-0.74562, 2.96743, -0.34753)
H (-1.29652, -0.04377, -4.63263)
H (0.05908, -1.08917, -4.15533)
H (0.15838, 0.64983, -3.88963)
O (2.30148, -2.16547, 1.55907)
N (3.17458, -3.05727, 1.81337)
C (2.91228, -4.33497, 1.55597)
C (3.89838, -5.29827, 1.80217)
N (4.66608, -6.14557, 1.96127)
C (1.73128, -4.86837, 1.00567)
N (0.77048, -5.29957, 0.53657)